No. 1
Below is a structure of composition C62H138F18N10O18S6 at a distorted geometry, with properties calculated with ωB97M-V with the def2-TZVPD basis set.

Geometry as XYZ:
```
252
C62H138F18N10O18S6 (ωB97M-V with the def2-TZVPD basis set)
C 21.10298 23.51043 19.92076
C 19.80879 23.07838 20.61724
C 20.10038 22.15650 21.77650
N 18.92181 21.48931 22.43698
C 17.76478 22.40639 22.70986
C 19.36753 20.67579 23.64072
C 19.78090 19.27097 23.18539
C 19.30387 19.15908 21.73911
C 18.35925 20.29766 21.53138
H 21.61405 22.67740 19.56346
H 21.74160 24.19547 20.44867
H 20.84832 24.07071 18.99785
H 19.22101 22.55511 19.85377
H 19.27644 23.97332 20.84994
H 20.70262 22.63606 22.56892
H 20.75408 21.32734 21.48315
H 17.67078 22.90442 21.77567
H 18.10219 23.11536 23.48334
H 16.84922 21.90348 23.07035
H 18.51740 20.62747 24.33192
H 20.07880 21.23967 24.18412
H 19.35916 18.43365 23.77663
H 20.86707 19.15056 23.28130
H 18.72113 18.29762 21.48653
H 20.14898 19.14851 21.04800
H 17.35406 20.12792 22.00652
H 18.26816 20.58421 20.44714
C 9.64816 20.59329 13.65649
C 9.17272 19.87705 14.85030
N 9.96096 20.14081 16.12505
C 9.71008 18.92835 17.04424
C 11.39439 20.46130 15.98501
C 12.29083 19.21126 15.74014
C 9.27158 21.28609 16.88843
C 9.07989 22.58956 16.18034
O 10.36477 23.13087 15.79913
C 10.21966 24.35240 15.05980
H 10.59241 20.35264 13.23930
H 9.51811 21.67683 13.62205
H 9.07416 20.29094 12.79013
H 9.32546 18.81686 14.61363
H 8.10679 20.04456 15.06438
H 9.99390 18.04652 16.42709
H 8.66485 18.96982 17.26559
H 10.29522 19.04006 17.96346
H 11.60192 20.81549 16.98934
H 11.53496 21.22176 15.24623
H 12.11490 18.81556 14.74856
H 12.05368 18.42151 16.44623
H 13.41274 19.43293 15.86492
H 9.84172 21.41353 17.80378
H 8.28408 20.94129 17.11885
H 8.48424 23.24377 16.89881
H 8.49005 22.51301 15.23010
H 9.38233 24.31132 14.37943
H 11.15359 24.46302 14.52987
H 10.01771 25.16980 15.70090
C 21.48007 16.79739 11.75294
C 19.97910 16.48394 11.72935
N 19.11220 17.66160 12.19368
C 19.35282 17.94041 13.58798
C 19.39956 18.80967 11.28996
C 18.49896 20.04372 11.53002
C 17.64617 17.27931 11.95818
C 17.25701 15.82915 12.22882
O 17.71437 15.36976 13.50262
C 16.91973 15.84433 14.60891
H 21.79478 17.75832 12.11137
H 21.90246 16.66246 10.75018
H 22.06511 16.00907 12.33574
H 19.78940 15.62665 12.37361
H 19.51994 16.19710 10.75203
H 19.34140 17.08301 14.24878
H 18.60673 18.64116 13.94181
H 20.35467 18.40492 13.69528
H 19.24841 18.52251 10.22930
H 20.44402 19.09190 11.39737
H 18.65282 20.45773 12.56024
H 17.41704 19.84338 11.37803
H 18.78617 20.86578 10.87096
H 17.19705 17.58376 11.00034
H 17.04078 17.80159 12.70066
H 17.64930 15.15826 11.46812
H 16.16712 15.76173 12.19574
H 16.74960 16.92507 14.59188
H 17.52349 15.53839 15.47010
H 15.95260 15.37654 14.67498
C 17.01775 24.62306 18.88764
C 15.59942 25.17610 18.88569
N 15.16286 25.62305 17.55701
C 15.32972 24.46628 16.64020
C 13.70058 25.96092 17.56617
C 12.84417 24.76839 18.02125
C 15.89035 26.87711 17.00531
C 15.46464 27.42147 15.64018
O 14.38722 28.30585 15.78904
C 14.11446 28.91742 14.50441
H 17.15244 23.82737 18.12902
H 17.19950 24.16143 19.87051
H 17.78569 25.34835 18.63494
H 15.61375 26.07273 19.50674
H 14.88496 24.44938 19.23179
H 14.84930 23.63254 17.04699
H 16.33623 24.22804 16.52643
H 14.86096 24.63034 15.66762
H 13.44512 26.43847 16.62724
H 13.60818 26.74044 18.28702
H 11.78648 25.06071 17.84742
H 12.90080 24.64298 19.09122
H 13.00333 23.78051 17.61698
H 16.97060 26.62968 16.98891
H 15.77913 27.68795 17.71668
H 15.35536 26.60354 14.93006
H 16.32871 28.02398 15.33188
H 13.66696 28.19005 13.78652
H 15.05702 29.37257 14.09035
H 13.36102 29.66108 14.71902
C 7.93907 25.09116 30.68243
C 9.21733 24.98304 29.91287
N 9.37477 25.96766 28.77685
C 10.70522 25.47304 28.09006
C 8.26787 25.87880 27.72138
C 7.92028 24.44570 27.34051
C 9.30052 27.38335 29.25379
C 10.16258 27.99829 30.24374
O 11.39672 28.34891 29.61892
C 12.09234 29.35966 30.38519
H 6.96613 24.89936 30.10595
H 7.87374 25.96914 31.30288
H 7.99275 24.24488 31.39337
H 9.42864 23.99766 29.51550
H 10.08268 25.17394 30.53203
H 10.63012 24.37110 27.94577
H 11.44430 25.77269 28.79473
H 10.77982 25.96540 27.07249
H 8.62298 26.44499 26.86248
H 7.35799 26.32620 28.12107
H 7.07208 24.47794 26.74397
H 7.68656 23.89038 28.27539
H 8.63687 23.89018 26.77119
H 8.24415 27.53757 29.50978
H 9.26749 28.01080 28.38126
H 10.47473 27.28884 31.07757
H 9.67698 28.88397 30.63222
H 12.77721 28.97644 31.17488
H 11.35571 29.99084 30.87656
H 12.68812 29.92465 29.66489
C 7.33626 16.37076 24.77535
C 8.75567 16.12434 25.08972
N 9.72463 16.67010 24.05253
C 9.51258 18.12882 23.92378
C 11.15462 16.39217 24.37610
C 11.50792 16.88702 25.76393
C 9.55480 16.08114 22.64166
C 9.81188 14.61778 22.44264
O 8.81799 13.89126 23.11487
C 8.84434 12.50954 22.86744
H 6.92957 15.83388 23.91490
H 7.18198 17.41428 24.70558
H 6.72837 15.98168 25.59784
H 8.85764 15.05394 25.23850
H 8.97987 16.66797 26.02989
H 10.40226 18.55520 23.37459
H 9.68014 18.54667 24.92724
H 8.57473 18.37776 23.53801
H 11.80222 16.83097 23.58226
H 11.26725 15.29636 24.31610
H 12.59783 16.75562 25.85907
H 11.06099 16.23642 26.55535
H 11.36298 17.95070 25.92254
H 10.20630 16.63970 22.03774
H 8.55500 16.30772 22.27597
H 10.78146 14.26376 22.76377
H 9.91884 14.48210 21.37242
H 9.86092 12.11238 22.90825
H 8.44092 12.24924 21.86547
H 8.24132 11.99829 23.58282
C 17.06664 9.94438 22.73975
C 16.72275 10.70318 21.47660
N 17.43245 10.21978 20.16764
C 16.94598 8.90220 19.72336
C 17.03414 11.28639 19.15970
C 15.52750 11.33464 18.74414
C 18.93358 10.07475 20.26870
C 19.63449 11.19676 21.10133
O 19.32272 12.43540 20.52145
C 19.59010 13.54199 21.36288
H 16.64905 8.88571 22.75239
H 16.53095 10.47821 23.57447
H 18.10532 9.85393 23.07721
H 16.91568 11.77571 21.57972
H 15.68132 10.59869 21.30559
H 15.87093 8.89235 19.53944
H 17.25414 8.09491 20.37575
H 17.42852 8.81431 18.74172
H 17.63987 11.12790 18.30100
H 17.41632 12.25920 19.44455
H 15.20370 10.55421 18.08335
H 15.50269 12.26564 18.12663
H 14.76384 11.50756 19.48674
H 19.33748 10.13097 19.27525
H 19.11718 9.11460 20.62446
H 20.67160 10.89027 20.96258
H 19.39239 11.20153 22.17429
H 19.19059 13.36028 22.40353
H 18.96773 14.30422 20.93693
H 20.63455 13.82704 21.38932
C 20.89628 20.81656 16.18793
F 20.70699 21.13557 14.93683
F 21.14806 19.52153 16.37665
F 21.95005 21.48475 16.70837
S 19.34541 21.16721 17.24689
O 19.64293 20.67378 18.56177
O 19.11799 22.60176 17.09810
N 18.41687 20.26470 16.39938
S 16.84925 20.20348 16.69380
O 16.46068 18.87861 16.19653
O 16.42386 20.71969 17.94598
C 16.22035 21.30101 15.32405
F 15.96157 20.47951 14.28317
F 14.94807 21.81201 15.71036
F 17.07328 22.25178 15.01716
C 15.94660 19.92945 26.16064
F 16.58663 19.10153 25.38234
F 15.78351 19.39399 27.37395
F 16.84154 20.99587 26.31399
S 14.32130 20.36522 25.41610
O 14.68494 21.23005 24.33742
O 13.76499 19.05322 25.13014
N 13.39356 21.03884 26.43980
S 13.73074 22.30212 27.29177
O 15.09149 22.70404 27.22791
O 12.69722 23.23887 27.06797
C 13.49338 21.67932 28.96954
F 13.84698 20.45980 29.26818
F 14.15190 22.45121 29.79166
F 12.14593 21.82098 29.24532
C 14.52564 17.13755 20.63334
F 15.13233 18.28738 20.29103
F 15.18734 16.18922 20.00518
F 14.52040 16.96989 21.94092
S 12.72472 17.16280 20.08637
O 12.72559 17.01932 18.65428
O 12.12523 16.11797 20.92257
N 12.19682 18.51672 20.64812
S 12.20789 19.95718 20.08586
O 13.08201 20.15913 18.99130
O 10.85910 20.40482 19.91584
C 12.90933 20.81507 21.45279
F 12.27211 20.56938 22.60004
F 14.15583 20.36162 21.54556
F 12.92683 22.19451 21.24295
```

Calculated values
* lowest unoccupied orbital energy: -0.2047 Ha
* Kohn-Sham gap: 9.30 eV
* charge: +4

No. 2
Below is the ion C8H13N6 with charge +1 at a distorted geometry, with properties calculated with ωB97M-V with the def2-TZVPD basis set.

Geometry as XYZ:
```
27
C8H13N6 (ωB97M-V with the def2-TZVPD basis set)
C 0.55580 -3.08518 1.49262
C -0.05622 -1.73875 1.44973
C -1.04570 -1.10224 2.04588
N -1.22294 0.28093 1.57307
N -0.08531 0.43158 0.76173
C -0.22517 1.54203 -0.59073
C -1.41149 2.23967 -0.78232
N -1.51767 2.90113 -1.92929
C -0.45649 2.90801 -2.73146
C 0.74803 2.35546 -2.34092
N 0.81030 1.53271 -1.30246
C 0.57740 -0.82032 0.41342
N 1.94540 -0.67232 0.44509
N -0.04727 -1.15975 -0.91612
H 0.23321 -3.58037 0.63641
H 0.19537 -3.81312 2.33550
H 1.67775 -2.92618 1.35476
H -1.63239 -1.44257 2.76624
H -2.05608 0.30113 0.99455
H -1.12171 0.92795 2.46208
H -2.25516 2.23167 -0.14314
H -0.59130 3.61686 -3.59742
H 1.64674 2.31553 -2.95417
H 2.43124 -0.68400 1.32708
H 2.30089 0.10016 -0.03457
H 0.46031 -0.53631 -1.56321
H 0.14245 -2.12372 -1.17233
```

Calculated values
* SMILES string: CC1=C[NH2+]N(c2cnccn2)C1(N)N
* lowest unoccupied orbital energy: -0.1247 Ha
* Kohn-Sham gap: 9.46 eV
* charge: +1

For reference, calculated total energy by record: -232173.810, -17436.972 eV.
For reference, HOMO by record: -14.87, -12.86 eV.